Here is a single C8H15N3O2S molecule from OMol25. Energies are from wB97M-V/def2-TZVPD.

Computed properties:
LUMO (spin up / spin down): -0.088 / -0.089 eV
Gap between HOMO and LUMO (spin up / spin down): 8.02 / 8.02 eV
Energy: -27932.560 eV
Energy above the lowest of the compared OMol25 structures with the same formula, charge and spin: 435.83 kJ/mol
HOMO energy (spin up / spin down): -0.2980 / -0.2979 Ha

Geometry as ORCA input:
```
! RIJCOSX wB97M-V def2-TZVPD def2/J DEFGRID3
* xyz 0 1
C -0.9431 -0.0421 -2.1876
C -1.8871 -1.2959 -2.0992
C -1.6283 1.2505 -1.7255
C -1.9463 -1.9139 -0.6760
C -0.9223 1.4130 1.1085
C 2.3215 -0.2436 0.9132
C 1.2107 0.4598 3.0677
C 1.2570 0.6199 1.4994
N -1.2170 -1.4973 0.2971
N -0.1971 -0.8454 0.6443
N -0.0482 0.3549 0.9533
O -1.4422 3.5116 -0.3193
O 0.6798 2.2888 -0.6879
S -0.7989 2.2721 -0.3879
H 0.0972 -0.3010 -1.8066
H -0.8142 -0.0357 -3.2952
H -3.0101 -0.8723 -2.3141
H -1.5614 -2.0097 -2.8756
H -1.6807 2.0504 -2.5838
H -2.7473 1.1140 -1.4110
H -2.6611 -2.7131 -0.4740
H -1.9683 0.8357 1.1271
H 3.1269 0.0051 1.4617
H 2.1036 -1.3222 0.6959
H 2.6260 0.0131 -0.1635
H 2.2968 0.1450 3.4150
H 0.4909 -0.3243 3.1964
H 0.7859 1.2601 3.5912
H 1.4772 1.6252 1.1301
*
```

=====

Here is a molecular structure, C2H13O5 from OMol25. Energies are from wB97M-V/def2-TZVPD.

Computed properties:
LUMO: 3.859 eV
Gap between HOMO and LUMO: 9.27 eV
Energy: -12523.580 eV
Energy above the lowest of the compared OMol25 structures with the same formula, charge and spin: 52.86 kJ/mol
HOMO energy: -0.1989 Ha

Geometry as ORCA input:
```
! RIJCOSX wB97M-V def2-TZVPD def2/J DEFGRID3
* xyz -1 1
C -1.8415 -1.0418 -1.0315
O -1.9317 -0.5263 0.2723
C -0.4884 -1.3190 -1.5815
H -2.4112 -0.3057 -1.6254
H -2.4296 -1.9446 -1.0924
H 0.1197 -0.4600 -1.2020
H -0.3785 -1.3831 -2.6334
H 0.0949 -2.1037 -1.0437
H 2.2875 -0.7553 -0.4723
H 0.0853 2.2906 0.5699
O 2.3144 -0.3168 0.3732
H 2.1034 1.3034 0.2796
H 1.7279 1.7677 -1.1788
O 1.8786 2.1323 -0.3077
H 0.2306 -1.4734 2.2331
H -1.0959 1.3357 0.6007
O -0.7739 2.1693 0.9658
H -1.0009 -0.6645 0.7620
H 1.4454 -0.8044 0.9874
O 0.2864 -1.2253 1.3230
*
```

=====

Here is a molecular structure, C46H39BCl2N12O5Tl from OMol25. Energies are from wB97M-V/def2-TZVPD.

Computed properties:
LUMO: 1.067 eV
Gap between HOMO and LUMO: 5.04 eV
Energy: -106876.414 eV
Energy above the lowest of the compared OMol25 structures with the same formula, charge and spin: 10.36 kJ/mol
HOMO energy: -0.1460 Ha

Geometry as ORCA input:
```
! RIJCOSX wB97M-V def2-TZVPD def2/J DEFGRID3
* xyz -1 1
Tl -0.0800 0.1597 -0.2130
C -1.8583 -2.9585 -5.9997
C -2.8260 -3.5820 -5.1841
C -2.7623 -3.4912 -3.8092
C -1.7191 -2.7513 -3.2450
C -1.3898 -2.3863 -1.8929
N -2.0836 -2.8201 -0.8145
C -1.7969 -2.5121 0.4086
C -2.4119 -3.1618 1.5696
C -3.4335 -4.0914 1.6905
C -3.7655 -4.5192 2.9669
C -3.0820 -4.0472 4.0930
C -2.0431 -3.1381 3.9665
C -1.7260 -2.7045 2.6898
C -0.7067 -1.7678 2.2064
N 0.1866 -1.2289 3.0372
C 1.2349 -0.5661 2.6012
N 1.5929 -0.3094 1.3242
C 2.8120 0.3106 1.3172
N 3.5438 0.6782 0.3016
C 3.1765 0.4379 -0.9777
N 2.1141 -0.2227 -1.4022
C 2.1061 -0.2169 -2.7882
N 1.2202 -0.7482 -3.5775
C 0.1315 -1.4267 -3.1621
N -0.2989 -1.5971 -1.8865
C -0.7538 -2.1263 -4.0587
C -0.8182 -2.2388 -5.4507
C 3.2899 0.5113 -3.2600
C 3.7678 0.8216 -4.5244
C 4.9432 1.5528 -4.6083
C 5.6269 1.9636 -3.4584
C 5.1481 1.6518 -2.1949
C 3.9724 0.9219 -2.1143
C 3.2661 0.4835 2.7117
C 4.4041 1.0480 3.2515
C 4.5074 1.0745 4.6388
C 3.5038 0.5404 5.4477
C 2.3703 -0.0441 4.8928
C 2.2752 -0.0608 3.5156
N -0.8143 -1.6444 0.8777
H -1.9392 -3.0513 -7.0759
H -3.6254 -4.1445 -5.6512
H -3.4961 -3.9729 -3.1738
H -3.9508 -4.4642 0.8159
H -4.5693 -5.2331 3.0991
H -3.3716 -4.4007 5.0746
H -1.4987 -2.7637 4.8231
H -0.0735 -1.7576 -6.0723
H 3.2321 0.5037 -5.4095
H 5.3417 1.8156 -5.5807
H 6.5405 2.5357 -3.5618
H 5.6639 1.9656 -1.2965
H 5.1748 1.4583 2.6120
H 5.3788 1.5196 5.1034
H 3.6118 0.5857 6.5242
H 1.5816 -0.4585 5.5065
Cl -4.2351 3.0328 2.4115
C -3.0651 1.7826 1.9485
Cl -3.5474 0.1993 2.6294
C -1.6072 2.0899 2.3937
O -1.3879 2.9783 3.2075
O -0.7732 1.3293 1.8239
H -3.1173 1.6614 0.8715
C -5.0648 -1.3835 -0.6253
N -4.5652 -0.8728 -1.8855
C -3.4619 -0.0838 -1.9560
N -3.0286 0.2055 -3.2310
O -2.9241 0.3926 -0.9571
H -6.1551 -1.3868 -0.6364
H -4.7219 -0.7310 0.1741
H -4.6944 -2.3905 -0.4263
H -4.8960 -1.2895 -2.7382
H -3.1206 -0.5300 -3.9162
H -2.1261 0.6613 -3.2428
C 1.9346 7.7760 -3.1495
C 0.4413 7.5551 -3.4295
C 0.1256 8.1233 -4.8131
C -0.3889 8.3261 -2.3937
C 0.1227 6.0626 -3.3258
C -0.3952 5.3317 -4.3947
C -0.6878 3.9681 -4.3058
C -0.4412 3.3627 -3.1012
O -0.6252 2.0506 -2.7224
B -0.2139 1.9858 -1.3949
O 0.2194 3.2273 -0.9577
C 0.0719 4.0742 -2.0315
C 0.3627 5.4114 -2.1077
H 2.1774 8.8394 -3.2161
H 2.5464 7.2357 -3.8744
H 2.2110 7.4298 -2.1533
H 0.3688 9.1875 -4.8295
H -0.9328 8.0189 -5.0589
H 0.7130 7.6348 -5.5929
H -0.1686 9.3948 -2.4546
H -0.1724 7.9960 -1.3775
H -1.4563 8.1832 -2.5719
H -0.5831 5.8241 -5.3377
H -1.0878 3.4165 -5.1455
H 0.7621 5.9260 -1.2437
N 2.6787 3.9727 2.1470
N 1.6607 2.9383 1.9485
H 3.4559 3.6687 1.5640
H 3.0222 3.8178 3.0911
H 0.9372 3.0824 2.6524
H 1.1874 3.1915 1.0865
*
```

=====

Here is 2 unconnected molecules or ions with the total composition C7H15N2O from OMol25. Energies are from wB97M-V/def2-TZVPD.

Computed properties:
LUMO: -2.810 eV
Gap between HOMO and LUMO: 9.95 eV
Energy: -12519.969 eV
Energy above the lowest of the compared OMol25 structures with the same formula, charge and spin: 453.08 kJ/mol
HOMO energy: -0.4688 Ha

Geometry as ORCA input:
```
! RIJCOSX wB97M-V def2-TZVPD def2/J DEFGRID3
* xyz 1 1
C -4.2263 -0.4940 -0.6460
C -3.1597 -0.4354 0.3181
C 2.6831 -1.2238 0.5412
C 1.5958 -1.3367 -0.4954
C 2.6802 -0.2148 -0.5797
C -2.0005 0.1599 0.1601
C 2.2362 1.1373 -0.2813
N 2.5403 2.1962 -0.8477
N 1.3426 1.4439 0.8813
O -0.9995 0.3296 1.1779
H -4.0548 -0.1332 -1.7511
H -5.1627 0.1836 -0.3687
H -3.4860 -0.9194 1.2391
H 2.4158 -0.7060 1.4028
H 3.2484 -2.1064 0.5700
H 1.8957 -2.0274 -1.2561
H 0.5494 -1.2733 -0.3842
H 3.2817 -0.3013 -1.5429
H -1.4356 0.3929 -0.8248
H 2.9617 2.2319 -1.7524
H -4.7235 -1.4621 -0.6993
H 0.9968 2.4713 0.6836
H 1.9129 1.3985 1.6275
H 0.4332 0.7836 0.9474
H -1.5254 -0.0950 1.8805
*
```

=====

Here is a molecular structure, C32H30P2Se2Te2Zr from OMol25. Energies are from wB97M-V/def2-TZVPD.

Computed properties:
LUMO: -6.873 eV
Gap between HOMO and LUMO: 6.78 eV
Energy: -198796.953 eV
HOMO energy: -0.5018 Ha

Geometry as ORCA input:
```
! RIJCOSX wB97M-V def2-TZVPD def2/J DEFGRID3
* xyz 2 1
Zr -0.3311 -1.5972 0.2560
C 1.1832 -1.8107 3.0985
C 1.6470 -2.2269 1.8630
C 1.6961 -3.5867 1.5728
C 1.2709 -4.4870 2.5591
C 0.9703 -4.0420 3.8346
C 0.8322 -2.6826 4.0795
H 1.1298 -0.7494 3.2715
H 2.2012 -1.5175 1.2781
H 2.0781 -3.9642 0.6244
H 1.2730 -5.5471 2.3704
H 0.7606 -4.7881 4.6083
H 0.5495 -2.3050 5.0371
C 0.0044 2.1940 -0.4624
C -0.5209 1.6423 -1.7954
P -1.6353 0.2478 -1.3449
C -2.9851 1.0221 -0.4374
C -3.2682 0.6048 0.8325
C -4.1899 1.3416 1.5575
C -4.8107 2.4750 1.0522
C -4.4781 2.8902 -0.2350
C -3.5627 2.1719 -0.9694
C -2.2722 -0.2987 -2.9178
C -1.4037 -0.4619 -4.0226
C -1.9044 -0.9232 -5.2134
C -3.2371 -1.2064 -5.3883
C -4.0921 -1.0795 -4.3311
C -3.6492 -0.5755 -3.1190
P 1.0554 0.8900 0.2757
C 1.7228 1.4574 1.8077
C 3.0315 1.0508 2.1217
C 3.5145 1.3263 3.3763
C 2.7068 2.0386 4.2673
C 1.4312 2.4565 3.9589
C 0.9141 2.2163 2.6830
C 2.4768 0.7587 -0.8217
C 3.2351 1.8423 -1.2141
C 4.4494 1.6625 -1.8649
C 4.8901 0.4108 -2.1591
C 4.1107 -0.7156 -1.8816
C 2.9177 -0.5455 -1.1812
H -0.8809 2.4757 0.1469
H 0.6167 3.0848 -0.6056
H 0.2314 1.3061 -2.5476
H -1.0153 2.4404 -2.3613
H -2.7810 -0.2348 1.2764
H -4.4159 1.0741 2.5758
H -5.5298 3.0628 1.6210
H -4.9060 3.8058 -0.5915
H -3.2444 2.4920 -1.9604
H -0.3536 -0.2796 -3.9144
H -1.1878 -0.9354 -6.0273
H -3.6299 -1.3891 -6.3852
H -5.1906 -1.1487 -4.4816
H -4.3313 -0.3843 -2.2971
H 3.5973 0.4152 1.4471
H 4.5226 1.0990 3.7103
H 3.1073 2.3599 5.2103
H 0.9146 3.0139 4.7018
H -0.0619 2.5822 2.3826
H 2.8662 2.8449 -1.0112
H 4.9634 2.5479 -2.1788
H 5.8232 0.2805 -2.6790
H 4.4310 -1.6973 -2.1962
H 2.3223 -1.4270 -0.9415
Se 0.2838 -2.9097 -1.7886
Te -1.1871 -4.6980 -0.6235
Te -3.0114 -3.0031 0.2289
Se -1.6648 -2.3675 2.2634
*
```

=====

Here is a molecular structure, C42H29LaN3O11PS from OMol25. Energies are from wB97M-V/def2-TZVPD.

Computed properties:
LUMO: 4.100 eV
Gap between HOMO and LUMO: 5.82 eV
Energy: -92002.508 eV
Energy above the lowest of the compared OMol25 structures with the same formula, charge and spin: 19.49 kJ/mol
HOMO energy: -0.0634 Ha

Geometry as ORCA input:
```
! RIJCOSX wB97M-V def2-TZVPD def2/J DEFGRID3
* xyz -2 1
La -0.0384 -0.1789 -0.2809
O 1.6955 0.8361 1.2245
C 1.1468 1.3038 2.2466
C 1.5097 0.7878 3.5985
C 2.0922 1.6817 4.5075
C 2.2199 1.3547 5.8369
C 1.7256 0.1399 6.3205
C 1.1541 -0.7527 5.4376
C 1.0663 -0.4567 4.0791
P 0.5031 -1.5942 2.7913
C 1.9489 -2.7097 2.6494
C 2.8181 -2.5081 1.5836
C 3.9541 -3.2911 1.4423
C 4.2300 -4.2868 2.3672
C 3.3722 -4.4916 3.4391
C 2.2409 -3.7046 3.5797
C -0.7710 -2.6390 3.5577
C -1.7016 -2.0797 4.4295
C -2.7859 -2.8181 4.8721
C -2.9664 -4.1223 4.4382
C -2.0592 -4.6791 3.5486
C -0.9721 -3.9432 3.1075
H 2.4150 2.6536 4.1529
H 2.6867 2.0596 6.5145
H 1.7943 -0.1007 7.3728
H 0.7839 -1.7062 5.7971
H 2.6313 -1.7271 0.8543
H 4.6087 -3.1163 0.5996
H 5.1142 -4.9020 2.2542
H 3.5829 -5.2647 4.1687
H 1.5710 -3.8692 4.4158
H -1.5901 -1.0506 4.7482
H -3.5027 -2.3610 5.5427
H -3.8207 -4.6958 4.7754
H -2.2044 -5.6854 3.1765
H -0.2917 -4.3704 2.3838
O 0.0338 2.2200 -4.0939
C 0.5385 1.5918 -3.1694
O -0.0852 1.1629 -2.1434
C 2.0468 1.3181 -3.2210
C 2.7553 2.0915 -4.1091
C 4.1371 1.9477 -4.2616
C 4.8374 0.9897 -3.5522
C 4.1309 0.1762 -2.6867
C 2.7215 0.3167 -2.4136
O 2.1415 -0.3670 -1.5289
N 4.9121 -0.8460 -2.0162
O 4.3688 -1.8771 -1.6566
O 6.1106 -0.6377 -1.8613
N 4.8523 2.7853 -5.1876
O 6.0625 2.6217 -5.3082
O 4.2305 3.6379 -5.8079
H 2.2041 2.8137 -4.6932
H 5.9018 0.8637 -3.6749
C -4.3964 -1.0551 1.6084
C -5.0262 0.1715 1.7751
C -4.3407 1.3398 1.4881
C -3.0206 1.2884 1.0279
C -2.3486 0.0651 0.8409
C -3.0818 -1.0857 1.1606
C -2.2831 2.5456 0.6993
C -2.9414 3.8146 0.7660
C -2.2726 4.9470 0.4340
C -0.9193 4.8647 0.0325
C -0.1645 5.9965 -0.3473
C 1.1368 5.8596 -0.7364
C 1.7341 4.5832 -0.7459
C 1.0261 3.4747 -0.3767
C -0.3313 3.5849 0.0086
N -1.0186 2.4550 0.3386
H -4.9219 -1.9753 1.8370
H -6.0500 0.2226 2.1294
H -4.8607 2.2768 1.6363
H -2.6153 -2.0646 1.0454
H -3.9769 3.8660 1.0616
H -2.7628 5.9149 0.4626
H -0.6411 6.9697 -0.3286
H 1.7117 6.7264 -1.0399
H 2.7661 4.4756 -1.0541
H 1.4928 2.5027 -0.3579
C 1.3290 -3.6130 -1.9300
S -0.2534 -3.1867 -1.2481
O -1.1238 -4.3262 -1.3965
O 0.0159 -2.7673 0.1499
O -0.6784 -1.9598 -1.9559
H 1.6692 -4.5264 -1.4507
H 2.0305 -2.7997 -1.7573
H 1.2063 -3.7739 -2.9969
*
```

=====

Here is 2 unconnected molecules or ions with the total composition C5H13O3 from OMol25. Energies are from wB97M-V/def2-TZVPD.

Computed properties:
LUMO: 3.474 eV
Gap between HOMO and LUMO: 6.44 eV
Energy: -11537.361 eV
Energy above the lowest of the compared OMol25 structures with the same formula, charge and spin: 114.04 kJ/mol
HOMO energy: -0.1090 Ha

Geometry as ORCA input:
```
! RIJCOSX wB97M-V def2-TZVPD def2/J DEFGRID3
* xyz -1 1
C -1.1927 1.8404 0.9001
O -0.2380 2.1668 1.8285
C -0.4061 1.3538 -0.4731
C -0.8697 0.0046 -0.9772
C 0.2589 -0.8845 -1.5269
C 1.0062 -1.6809 -0.3988
O 0.9063 -3.0970 -0.6669
H -1.8465 1.1141 1.4799
H -1.7452 2.7156 0.5759
H -0.4058 2.2621 -1.0613
H 0.6050 1.2491 -0.0639
H -1.5587 0.0121 -1.8383
H -1.4245 -0.5150 -0.1945
H -0.1546 -1.7310 -2.0600
H 0.9343 -0.2972 -2.1610
H 2.0868 -1.5198 -0.4368
H 0.6319 -1.4618 0.5925
H -0.0160 -3.3252 -0.8578
H 0.4368 0.9687 2.6098
H 1.7988 0.5584 2.0337
O 1.1927 0.2667 2.6961
*
```

=====

Here is a molecular structure, C33H47BrN7Ti from OMol25. Energies are from wB97M-V/def2-TZVPD.

Computed properties:
LUMO (spin up / spin down): -3.071 / -3.091 eV
Gap between HOMO and LUMO (spin up / spin down): 6.54 / 6.61 eV
Energy: -138567.647 eV
Energy above the lowest of the compared OMol25 structures with the same formula, charge and spin: 51.83 kJ/mol
HOMO energy (spin up / spin down): -0.3532 / -0.3566 Ha

Geometry as ORCA input:
```
! RIJCOSX wB97M-V def2-TZVPD def2/J DEFGRID3
* xyz 1 1
Ti 0.3008 -0.0081 -0.3028
C -0.4676 -3.3202 1.9028
N -0.9632 -1.9882 1.5720
C -2.3579 -2.0958 1.1254
C -0.8888 -1.0389 2.6456
C -0.7434 -1.4122 3.9737
C -0.7834 -0.4627 4.9867
C -0.9719 0.8705 4.6687
C -1.0766 1.2570 3.3410
C -1.0269 0.3221 2.3062
N -1.0534 0.6944 0.9479
C -2.0414 1.5383 0.4826
C -3.2198 1.8780 1.1685
C -4.1781 2.6782 0.5726
C -4.0009 3.1645 -0.7153
C -2.8480 2.8347 -1.4105
C -1.8926 2.0196 -0.8273
N -0.6295 1.6748 -1.4851
C 0.2717 2.8399 -1.3309
C -0.8057 1.4292 -2.9349
H -1.1554 -3.8742 2.5539
H -0.3546 -3.8913 0.9780
H 0.5005 -3.2459 2.3894
H -2.9939 -2.5159 1.9140
H -2.7502 -1.1152 0.8590
H -2.4166 -2.7550 0.2565
H -0.6139 -2.4540 4.2375
H -0.6803 -0.7706 6.0189
H -1.0385 1.6131 5.4536
H -1.2031 2.3042 3.0921
H -3.3792 1.4950 2.1673
H -5.0789 2.9270 1.1188
H -4.7497 3.7964 -1.1725
H -2.7069 3.2179 -2.4140
H -0.2254 3.7486 -1.6784
H 0.5399 2.9710 -0.2807
H 1.1669 2.6775 -1.9193
H -0.8558 2.3699 -3.4889
H 0.0399 0.8518 -3.3029
H -1.7256 0.8831 -3.1228
C 3.5317 -3.4096 2.2245
C 3.0341 -3.1691 0.8121
N 2.1405 -2.0204 0.8208
C 2.3864 -0.9114 1.5849
N 1.6994 0.1620 1.2700
C 1.9617 1.3837 2.0292
C 2.3692 1.0808 3.4606
C 3.5726 0.1614 3.4260
N 3.2728 -1.0019 2.6023
C 4.1842 -2.1335 2.7219
H 4.2504 -4.2276 2.2388
H 2.6997 -3.6745 2.8806
H 2.4782 -4.0344 0.4463
H 3.8897 -3.0002 0.1494
H 1.7863 -1.6926 -0.0943
H 1.0639 2.0021 2.0077
H 2.7695 1.9455 1.5501
H 1.5487 0.5851 3.9784
H 2.6105 2.0027 3.9889
H 3.8157 -0.1908 4.4293
H 4.4512 0.6865 3.0322
H 4.4608 -2.2282 3.7719
H 5.1034 -1.9346 2.1574
C 3.5619 1.8376 -1.2411
C 3.1959 0.4885 -1.8931
C 4.2333 -0.5526 -1.4194
C 3.3466 0.6340 -3.4185
C 1.8229 -0.0653 -1.5454
H 4.6316 1.8807 -1.0289
H 3.0217 1.9890 -0.3106
H 3.3436 2.6732 -1.9077
H 5.2345 -0.2488 -1.7331
H 4.0275 -1.5361 -1.8502
H 4.2234 -0.6346 -0.3294
H 4.3226 1.0590 -3.6654
H 2.5755 1.2960 -3.8203
H 3.2572 -0.3348 -3.9146
H 1.6673 -0.9019 -2.2537
Br -3.0310 -4.2749 -4.2622
C -2.1065 -3.1767 -3.0497
C -0.8251 -3.5081 -2.6271
C -0.1707 -2.6516 -1.7724
N -0.6982 -1.5009 -1.3191
C -1.9644 -1.2366 -1.6835
C -2.6922 -2.0238 -2.5491
H -0.3498 -4.4177 -2.9644
H 0.8288 -2.9018 -1.4460
H -2.4246 -0.3522 -1.2567
H -3.7028 -1.7555 -2.8219
*
```